1.
Formula: C51H59N15
Source: the OMol25 dataset
Level of theory: wB97M-V/def2-TZVPD

As for the HOMO energy: -9.567 eV. As for the net charge: 0. The molecular weight is 882.138 u.

Atoms and positions in Å:
C (0.049, 3.133, -2.167)
C (-0.294, 3.709, -3.446)
N (-0.602, 4.171, -4.479)
H (0.060, 2.059, -2.355)
H (-0.769, 3.269, -1.460)
H (1.008, 3.523, -1.827)
C (2.944, 5.036, 5.519)
C (1.978, 4.488, 4.601)
N (1.130, 4.056, 3.923)
H (3.917, 4.643, 5.222)
H (2.722, 4.570, 6.479)
H (2.903, 6.121, 5.606)
C (2.625, 4.296, 1.127)
C (2.954, 5.500, 1.926)
N (3.185, 6.470, 2.498)
H (1.602, 3.940, 1.245)
H (3.305, 3.444, 1.108)
H (2.526, 4.649, 0.101)
C (4.030, -1.401, 1.288)
C (2.966, -2.013, 2.067)
N (2.099, -2.508, 2.599)
H (4.699, -2.020, 0.691)
H (4.743, -0.901, 1.945)
H (3.520, -0.654, 0.680)
C (1.424, -6.174, 2.760)
C (2.313, -6.790, 1.749)
N (2.974, -7.300, 0.949)
H (2.098, -5.983, 3.595)
H (0.616, -6.829, 3.084)
H (1.083, -5.183, 2.460)
C (6.274, 1.926, 4.781)
C (5.452, 1.910, 3.529)
N (4.805, 1.879, 2.582)
H (5.588, 1.747, 5.609)
H (6.760, 2.892, 4.913)
H (6.968, 1.086, 4.816)
C (0.664, 1.161, 4.140)
C (1.894, 1.287, 4.836)
N (2.871, 1.364, 5.439)
H (0.732, 1.135, 3.052)
H (-0.094, 1.790, 4.606)
H (0.400, 0.116, 4.302)
C (-0.004, -1.033, -0.346)
C (0.311, 0.359, 0.008)
N (0.599, 1.447, 0.307)
H (-0.935, -1.450, 0.038)
H (0.831, -1.728, -0.249)
H (-0.153, -1.179, -1.416)
N (-4.458, -0.368, 2.787)
C (-5.599, -0.629, 2.198)
C (-6.028, -1.898, 1.875)
C (-5.108, -2.954, 1.997)
C (-3.832, -2.664, 2.488)
C (-3.559, -1.408, 2.941)
H (-6.150, 0.281, 2.018)
H (-6.989, -1.995, 1.392)
H (-5.419, -3.962, 1.767)
H (-3.067, -3.421, 2.575)
H (-2.583, -1.250, 3.375)
N (-0.609, 6.523, -0.382)
C (-1.762, 7.088, -0.827)
C (-2.825, 7.449, -0.001)
C (-2.618, 7.139, 1.398)
C (-1.483, 6.554, 1.867)
C (-0.484, 6.277, 0.948)
H (-2.018, 7.163, -1.874)
H (-3.717, 7.898, -0.412)
H (-3.462, 7.333, 2.042)
H (-1.476, 6.396, 2.935)
H (0.448, 5.875, 1.318)
N (-0.538, -4.347, -1.468)
C (-0.063, -4.556, -2.685)
C (1.246, -5.007, -2.991)
C (2.138, -5.069, -1.905)
C (1.755, -4.707, -0.657)
C (0.407, -4.411, -0.435)
H (-0.795, -4.315, -3.441)
H (1.554, -5.318, -3.979)
H (3.147, -5.445, -1.986)
H (2.483, -4.802, 0.136)
H (0.049, -4.256, 0.572)
N (5.039, -3.465, -3.044)
C (4.324, -2.287, -3.149)
C (4.742, -1.081, -2.593)
C (5.950, -1.102, -1.911)
C (6.669, -2.287, -1.623)
C (6.226, -3.424, -2.344)
H (3.434, -2.348, -3.757)
H (4.201, -0.172, -2.811)
H (6.259, -0.131, -1.554)
H (7.642, -2.148, -1.176)
H (6.749, -4.355, -2.504)
N (-6.394, -4.652, -1.041)
C (-6.773, -3.441, -1.518)
C (-5.904, -2.468, -2.021)
C (-4.572, -2.770, -2.170)
C (-4.099, -3.978, -1.697)
C (-5.055, -4.854, -1.090)
H (-7.820, -3.220, -1.371)
H (-6.260, -1.507, -2.362)
H (-3.912, -2.004, -2.549)
H (-3.046, -4.208, -1.759)
H (-4.726, -5.783, -0.649)
N (0.196, 0.003, -4.297)
C (-1.145, -0.049, -4.173)
C (-1.918, -1.098, -4.723)
C (-1.322, -1.981, -5.615)
C (0.066, -1.864, -5.796)
C (0.796, -0.894, -5.118)
H (-1.645, 0.705, -3.583)
H (-2.998, -1.127, -4.696)
H (-1.930, -2.667, -6.185)
H (0.473, -2.573, -6.502)
H (1.859, -0.731, -5.217)
N (-4.007, 1.612, -2.359)
C (-3.808, 0.978, -1.194)
C (-3.534, 1.645, -0.023)
C (-3.440, 3.060, -0.008)
C (-3.618, 3.740, -1.236)
C (-3.849, 2.943, -2.417)
H (-3.945, -0.093, -1.171)
H (-3.404, 1.028, 0.854)
H (-3.308, 3.667, 0.876)
H (-3.585, 4.815, -1.331)
H (-3.964, 3.348, -3.411)

---

2.
Formula: C4H10O2
Source: the OMol25 dataset
Level of theory: wB97M-V/def2-TZVPD

As for the HOMO energy: -8.877 eV. As for the net charge: 0. The molecular weight is 90.122 u. Its relative energy (zero: lowest compared OMol25 entry of this formula, charge and spin) is 471.8 kJ/mol.

Atoms and positions in Å:
C (-0.361, 2.221, -1.042)
O (0.385, 1.428, -0.129)
C (-0.319, 0.551, 0.577)
C (0.353, -0.417, 1.329)
C (0.933, -1.855, 0.255)
O (0.058, -2.326, -0.544)
H (-1.191, 2.727, -0.533)
H (0.328, 2.961, -1.448)
H (-0.754, 1.585, -1.844)
H (-1.156, -0.449, -0.782)
H (-1.377, 0.768, 0.713)
H (1.347, -0.117, 1.655)
H (-0.259, -0.881, 2.098)
H (1.818, -1.351, -0.181)
H (1.193, -2.470, 1.132)
H (-0.802, -1.198, -0.872)

---

3.
Formula: C4H6N2
Source: the OMol25 dataset
Level of theory: wB97M-V/def2-TZVPD

As for the HOMO energy: -9.993 eV. As for the net charge: 0. The molecular weight is 82.106 u. Its relative energy (zero: lowest compared OMol25 entry of this formula, charge and spin) is 152.6 kJ/mol.

Atoms and positions in Å:
N (-2.770, -1.325, 0.971)
C (-1.824, -0.721, 0.692)
C (-0.646, 0.088, 0.357)
C (0.783, -0.472, 0.519)
C (1.072, 0.394, -0.719)
N (-0.353, 0.264, -1.070)
H (-0.715, 1.043, 0.904)
H (1.308, -0.255, 1.450)
H (0.819, -1.538, 0.287)
H (1.779, 0.045, -1.475)
H (1.340, 1.414, -0.399)
H (-0.794, 1.062, -1.518)

---

4.
Formula: C6H14N2O
Source: the OMol25 dataset
Level of theory: wB97M-V/def2-TZVPD

As for the HOMO energy: -9.319 eV. As for the SMILES: CN(C)C=O.CC(C)=N. As for the net charge: 0. The molecular weight is 130.191 u. Its relative energy (zero: lowest compared OMol25 entry of this formula, charge and spin) is 115.6 kJ/mol.

Atoms and positions in Å:
C (3.070, 0.122, -1.158)
N (2.070, 0.561, -0.222)
C (2.147, 0.007, 1.109)
C (1.107, 1.438, -0.538)
O (0.238, 1.826, 0.209)
H (3.014, -0.962, -1.291)
H (4.069, 0.373, -0.793)
H (2.915, 0.604, -2.121)
H (2.008, -1.076, 1.081)
H (1.359, 0.459, 1.709)
H (3.118, 0.229, 1.556)
H (1.180, 1.781, -1.586)
C (-2.238, -0.289, -1.046)
C (-2.791, -0.586, 0.322)
C (-1.787, -0.541, 1.429)
N (-3.989, -0.853, 0.600)
H (-3.020, -0.302, -1.804)
H (-1.480, -1.026, -1.307)
H (-1.763, 0.690, -1.034)
H (-1.258, 0.409, 1.398)
H (-2.284, -0.662, 2.387)
H (-1.058, -1.340, 1.298)
H (-4.625, -0.862, -0.196)

---

5.
Formula: C2H3ClN4O2S
Source: the OMol25 dataset
Level of theory: wB97M-V/def2-TZVPD

As for the HOMO energy: -9.420 eV. As for the net charge: 0. The molecular weight is 182.592 u. Its relative energy (zero: lowest compared OMol25 entry of this formula, charge and spin) is 343.8 kJ/mol.

Atoms and positions in Å:
C (-1.460, 0.149, -0.173)
C (0.664, -0.100, 0.124)
N (-1.639, -1.090, 0.067)
N (0.597, -1.357, 0.268)
N (-0.631, -1.853, 0.491)
N (-2.229, 1.266, -0.188)
O (2.583, 0.444, -1.517)
O (2.224, 1.950, 0.385)
S (2.217, 0.606, -0.169)
Cl (3.547, -0.392, 1.093)
H (-0.644, -2.896, 0.408)
H (-2.127, 2.002, -0.986)
H (-3.100, 1.271, 0.198)